ORCA calculation (ωB97M-V/def2-TZVPD) on a cluster of 11 separate species, C34H64F8NO15S in total.

Atoms and positions in Å:
H  -4.043  1.047  -4.370
C  9.175  2.476  -3.450
F  -6.432  -4.125  -0.805
O  -5.587  2.364  4.560
H  1.215  2.746  1.244
H  7.860  1.046  -3.392
C  1.783  1.887  -0.687
H  -2.383  -0.347  0.319
O  -3.857  0.064  1.722
O  7.056  -4.254  2.259
H  3.186  -4.345  -0.244
H  2.889  3.050  0.841
F  -6.186  -1.433  2.168
O  6.846  -3.167  4.168
O  -6.280  -1.959  -5.482
C  -5.984  0.506  0.759
N  4.392  -0.364  2.029
C  -5.758  -1.958  -0.141
H  -1.921  -4.533  1.196
C  -5.965  -3.473  0.276
C  5.348  -2.711  7.750
C  2.369  -0.686  3.118
H  1.552  -2.102  0.351
H  6.179  -3.277  8.176
H  9.324  3.430  -2.950
C  2.596  1.092  1.540
H  -4.371  3.095  6.037
H  1.416  -4.358  -0.085
C  2.952  2.135  -1.647
C  -4.261  2.072  -4.681
H  2.605  -1.482  -7.105
C  2.097  2.298  0.777
C  6.292  -3.595  3.178
H  2.411  0.355  -2.709
H  3.352  -2.641  4.281
H  -11.522  -1.238  -2.281
O  -4.076  2.964  -3.583
H  -0.856  -3.118  1.027
F  -7.116  1.219  1.045
H  3.609  -2.322  -5.905
O  5.814  -1.862  6.705
H  5.746  2.495  -4.260
H  6.202  -2.423  6.025
H  1.773  -1.224  3.849
H  -6.175  -2.843  -5.119
H  3.642  3.945  -0.737
H  -1.354  2.066  1.214
H  -3.189  1.241  0.175
C  4.811  3.338  -2.529
H  -5.289  2.137  -5.045
H  -4.657  2.018  1.568
H  3.110  7.569  -1.172
C  3.593  7.192  -2.077
H  -2.218  -4.432  -1.082
C  3.680  -1.072  2.908
H  10.033  1.829  -3.250
H  4.511  1.213  0.641
O  -0.605  0.304  1.978
O  0.224  1.736  3.496
H  2.192  -3.442  -1.408
H  4.907  -2.089  8.525
H  6.665  0.337  2.272
C  -6.614  -1.090  -4.406
H  4.183  0.579  -4.381
H  -7.551  -1.411  -3.943
O  2.728  -0.601  -5.228
F  -5.634  0.836  -0.505
C  4.197  -2.233  3.721
C  -1.723  -3.631  0.613
C  4.790  -3.398  2.898
C  -6.375  -1.003  0.912
H  -10.049  -0.287  -1.987
H  -6.520  2.414  4.331
C  -10.609  -1.181  -1.696
F  -7.720  -1.080  0.706
H  -6.736  -0.084  -4.798
H  -6.628  -3.595  1.136
H  -10.142  -1.056  0.182
H  -2.591  -2.966  0.653
O  2.363  -2.603  0.479
C  2.280  -3.755  -0.367
H  0.864  2.344  -1.076
F  -4.428  -1.780  -0.304
H  4.715  -3.200  1.820
H  2.831  6.947  -2.813
F  -4.764  -3.990  0.621
H  4.252  7.961  -2.486
F  -6.328  -1.703  -1.327
H  5.496  4.175  -2.510
H  -10.005  -2.074  -1.879
H  1.838  -2.397  -5.778
H  -5.812  -1.093  -3.664
H  -2.226  1.487  2.680
O  -1.441  -3.980  -0.740
C  -2.785  0.503  0.878
O  7.979  1.887  -2.942
C  4.960  2.409  -3.518
H  4.589  -3.402  7.371
C  1.805  0.375  2.460
C  0.394  0.846  2.685
H  1.600  0.802  -0.686
C  -5.419  3.135  5.752
H  4.322  -4.362  3.120
C  3.783  3.226  -1.532
H  -5.391  0.977  2.782
C  -1.721  1.186  1.759
C  4.096  1.326  -3.581
S  6.061  -0.745  1.725
H  4.996  6.267  -1.139
O  4.334  6.005  -1.788
H  1.906  -0.121  -5.370
H  -5.703  4.174  5.573
C  2.687  -1.766  -6.054
H  -6.026  2.721  6.558
C  3.104  1.193  -2.661
H  -3.580  2.360  -5.477
H  4.880  -1.827  4.480
C  3.876  0.690  1.352
H  -4.686  2.696  -2.890
H  6.784  -4.017  1.362
H  9.088  2.645  -4.526
O  -10.961  -1.106  -0.319
C  -4.935  0.977  1.775

- Charge: +1
- HOMO-LUMO gap: 7.10 eV
- HOMO: -10.935 eV
- Energy: -3713.962792 a.u.
- Lowest unoccupied orbital energy: -3.834 eV